{"formula": "C30H48O3", "method": "the ωB97M-V functional and the def2-TZVPD basis", "molar_mass_g_mol": 456.7, "e_lumo_ev": 0.36, "max_force_ev_per_a": 16.5, "homo_lumo_gap_ev": 8.88, "elements": ["C", "C", "C", "C", "C", "C", "C", "C", "C", "C", "C", "O", "O", "C", "H", "C", "H", "H", "C", "H", "H", "C", "C", "C", "C", "C", "C", "C", "O", "C", "C", "H", "H", "C", "C", "H", "H", "H", "C", "C", "H", "H", "C", "C", "C", "H", "H", "H", "H", "H", "H", "H", "H", "H", "H", "H", "H", "H", "H", "H", "H", "H", "H", "H", "H", "H", "H", "H", "H", "H", "H", "H", "H", "H", "H", "H", "H", "H", "H", "H", "H"], "positions_angstrom": [[2.91, 4.78, 6.89], [4.05, 4.74, 5.96], [3.92, 5.58, 4.59], [5.16, 5.62, 3.83], [4.95, 4.73, 2.78], [5.11, 3.16, 3.24], [5.36, 2.11, 2.17], [4.08, 2.31, 0.92], [4.31, 1.23, -0.13], [3.13, 1.12, -1.11], [2.03, 0.66, -0.70], [1.83, 0.06, 0.33], [0.68, 1.15, -1.16], [-0.41, 0.62, -0.98], [-0.53, 0.57, 0.15], [-1.38, 1.70, -1.19], [-1.82, 2.28, -0.27], [-0.98, 2.38, -1.93], [-2.76, 1.02, -2.02], [-3.53, 1.34, -1.42], [-2.79, 1.25, -2.95], [-2.25, -0.48, -1.48], [-3.16, -1.56, -2.28], [-4.59, -1.41, -2.00], [-5.57, -2.24, -2.93], [-5.16, -3.82, -2.25], [-6.14, -4.67, -1.63], [-5.72, -6.03, -1.55], [-6.52, -6.82, -0.88], [-4.33, -6.55, -1.56], [-3.34, -5.29, -1.44], [-2.41, -5.56, -1.48], [-3.45, -5.07, -0.31], [-3.69, -4.05, -2.08], [-3.23, -4.36, -3.58], [-3.10, -3.51, -4.42], [-2.35, -4.73, -3.76], [-3.79, -5.25, -4.05], [-2.80, -2.88, -1.62], [-1.13, -3.08, -1.71], [-1.02, -3.35, -2.63], [-0.79, -4.10, -1.10], [-0.48, -1.89, -0.94], [-0.97, -0.59, -1.51], [-0.40, -0.39, -3.14], [-0.78, 0.38, -3.54], [0.53, -0.79, -3.06], [-1.08, -1.37, -3.65], [0.50, -2.04, -1.26], [-0.61, -1.86, 0.05], [-3.14, -2.81, -0.60], [-4.13, -7.30, -1.02], [-4.38, -6.85, -2.79], [-7.12, -4.50, -1.71], [-6.65, -2.47, -2.53], [-5.19, -2.59, -3.83], [-5.11, -0.29, -2.42], [-4.92, -1.29, -0.92], [-2.99, -1.53, -3.36], [-2.62, -0.85, -0.38], [2.90, 2.16, -1.52], [3.45, 0.37, -1.95], [5.20, 1.30, -0.66], [4.48, 0.15, 0.49], [3.14, 1.97, 1.59], [4.02, 3.12, 0.55], [6.19, 2.36, 1.56], [5.45, 1.05, 2.30], [4.23, 2.99, 3.76], [6.11, 2.66, 3.90], [4.34, 4.74, 1.98], [6.01, 4.65, 2.05], [6.15, 5.48, 4.46], [5.39, 6.75, 3.13], [2.99, 5.28, 4.28], [3.67, 6.69, 4.95], [5.06, 5.30, 6.53], [4.35, 3.81, 5.72], [2.47, 5.91, 6.96], [2.07, 4.38, 6.41], [3.13, 4.29, 7.84]]}


{"formula": "C21H21N5O3", "method": "the ωB97M-V functional and the def2-TZVPD basis", "molar_mass_g_mol": 391.4, "smiles": "CCCc1ccc(/C=C/C(=O)Nc2cccc3c2O[C@H](c2nnn[nH]2)CO3)cc1", "e_lumo_ev": -0.34, "max_force_ev_per_a": 4.9, "homo_lumo_gap_ev": 8.35, "elements": ["O", "N", "N", "N", "O", "O", "C", "C", "C", "C", "C", "C", "C", "C", "C", "C", "C", "C", "C", "C", "C", "C", "N", "N", "C", "C", "C", "C", "C", "H", "H", "H", "H", "H", "H", "H", "H", "H", "H", "H", "H", "H", "H", "H", "H", "H", "H", "H", "H", "H"], "positions_angstrom": [[0.29, -1.49, 3.38], [-1.81, -5.04, -3.50], [-1.95, -5.13, -2.16], [-0.63, -4.38, -3.69], [2.51, -5.61, -1.15], [1.37, -2.89, -1.04], [0.70, -0.90, 2.37], [0.00, -4.19, -2.55], [-0.02, 0.35, 2.07], [0.38, 1.30, 1.22], [2.99, -4.94, 2.33], [2.95, -5.53, 1.13], [0.27, 3.43, 0.00], [-0.99, 3.09, 1.99], [2.56, -3.55, 2.42], [-0.24, 4.65, -0.33], [-1.56, 4.37, 1.77], [2.51, -4.90, 0.05], [1.90, -3.58, 0.11], [-0.09, 2.63, 1.11], [1.96, -2.88, 1.31], [-1.32, 5.10, 0.54], [-0.78, -4.77, -1.66], [1.61, -1.52, 1.41], [-4.08, 5.49, -0.90], [2.36, -4.77, -2.34], [1.30, -3.59, -2.24], [-1.93, 6.43, 0.08], [-2.83, 6.23, -1.19], [-0.64, 0.64, 2.83], [1.10, 0.98, 0.50], [3.53, -5.52, 3.10], [3.14, -6.57, 0.98], [0.93, 3.08, -0.71], [-1.55, 2.56, 2.82], [2.64, -3.06, 3.39], [0.09, 5.33, -1.15], [-2.32, 4.69, 2.45], [-0.38, -4.94, -0.71], [1.63, -1.12, 0.46], [-4.64, 5.66, -1.89], [-3.91, 4.42, -0.70], [-4.67, 5.86, -0.12], [2.06, -5.29, -3.27], [3.31, -4.26, -2.56], [1.45, -2.86, -3.08], [-1.14, 7.14, -0.18], [-2.49, 6.89, 0.85], [-2.32, 5.77, -2.00], [-3.27, 7.21, -1.54]]}


{"formula": "C5H5ClF2N", "method": "the ωB97M-V functional and the def2-TZVPD basis", "molar_mass_g_mol": 152.6, "smiles": "C[C@@H]1[C@@H](F)[C@@]1(Cl)[N+]#CF", "e_lumo_ev": -5.32, "max_force_ev_per_a": 3.6, "homo_lumo_gap_ev": 9.47, "total_charge": 1, "elements": ["C", "C", "C", "C", "C", "N", "F", "F", "Cl", "H", "H", "H", "H", "H"], "positions_angstrom": [[-4.41, -0.16, 0.37], [-1.98, 0.13, -0.21], [-0.57, -0.47, 0.24], [-1.19, -0.91, -1.03], [0.61, 0.44, 0.31], [-3.24, -0.16, 0.27], [-5.57, -0.22, 0.77], [-1.74, -2.14, -1.07], [-1.98, 1.82, -0.79], [-0.65, -1.18, 1.06], [-0.82, -0.61, -2.01], [0.65, 0.96, 1.26], [0.62, 1.17, -0.50], [1.51, -0.17, 0.23]]}


{"formula": "C3H8N2", "method": "the ωB97M-V functional and the def2-TZVPD basis", "molar_mass_g_mol": 72.1, "smiles": "N[C@@H]1C[C@@H]1N", "e_lumo_ev": 1.10, "max_force_ev_per_a": 4.6, "homo_lumo_gap_ev": 9.81, "elements": ["C", "C", "C", "H", "H", "H", "H", "H", "H", "H", "H", "N", "N"], "positions_angstrom": [[0.35, -0.47, 0.62], [0.39, -1.04, -0.73], [-0.86, -0.46, -0.24], [0.47, 1.15, 1.88], [1.82, 0.50, 1.45], [0.44, -1.38, 1.22], [0.65, -2.17, -0.84], [1.00, -0.47, -1.43], [-1.79, -1.13, -0.18], [-1.55, 1.23, -1.71], [-1.23, 1.81, -0.20], [0.96, 0.77, 1.15], [-0.84, 0.99, -0.88]]}


{"formula": "C29H40MnN2O3Si", "method": "the ωB97M-V functional and the def2-TZVPD basis", "s_squared": 8.76, "molar_mass_g_mol": 547.7, "e_lumo_ev": [0.04, -0.04], "max_force_ev_per_a": 2.4, "spin_multiplicity": 6, "homo_lumo_gap_ev": [6.80, 6.84], "elements": ["Mn", "C", "C", "C", "C", "C", "C", "C", "C", "C", "C", "C", "C", "H", "H", "H", "H", "H", "H", "H", "H", "H", "H", "H", "H", "H", "H", "H", "H", "H", "H", "N", "C", "C", "O", "O", "H", "H", "H", "H", "C", "Si", "C", "C", "N", "C", "C", "C", "C", "C", "C", "O", "C", "C", "C", "C", "C", "C", "H", "H", "H", "H", "H", "H", "H", "H", "H", "H", "H", "H", "H", "H", "H", "H", "H", "H"], "positions_angstrom": [[0.15, -0.77, 0.57], [0.48, 3.72, 1.90], [1.25, 2.69, 1.10], [0.91, 2.59, -0.29], [-0.35, 3.19, -0.89], [1.87, 1.99, -1.14], [1.88, 2.35, -2.61], [2.89, 1.15, -0.59], [3.66, 0.23, -1.52], [3.13, 1.14, 0.82], [4.40, 0.52, 1.40], [2.29, 1.94, 1.66], [2.50, 2.03, 3.15], [1.16, 4.32, 2.55], [-0.37, 3.32, 2.48], [0.07, 4.44, 1.16], [-0.26, 4.28, -1.06], [-1.20, 2.98, -0.19], [-0.57, 2.70, -1.86], [2.83, 1.97, -2.99], [1.80, 3.46, -2.73], [1.04, 1.86, -3.11], [4.58, 0.68, -1.94], [3.07, -0.03, -2.40], [3.99, -0.69, -1.02], [4.25, 0.09, 2.38], [5.24, 1.28, 1.49], [4.76, -0.29, 0.74], [3.33, 2.76, 3.45], [2.80, 1.02, 3.54], [1.56, 2.35, 3.63], [1.06, -1.74, 2.40], [0.62, -3.14, 2.45], [-0.15, -3.61, 1.22], [-0.67, -4.74, 1.24], [-0.19, -2.78, 0.19], [2.08, -1.66, 2.34], [0.78, -1.25, 3.27], [-0.05, -3.33, 3.30], [1.49, -3.86, 2.58], [-3.49, -1.36, 2.58], [-2.64, 0.25, 2.14], [-3.70, 1.83, 2.00], [-1.48, 0.66, 3.54], [-1.77, -0.03, 0.62], [-2.51, -0.38, -0.50], [-3.92, -0.30, -0.42], [-4.74, -0.82, -1.41], [-4.21, -1.38, -2.57], [-2.83, -1.44, -2.74], [-1.98, -0.91, -1.77], [-0.60, -0.88, -1.97], [-0.03, -1.69, -2.97], [0.62, -1.02, -4.03], [1.45, -1.79, -4.86], [1.62, -3.18, -4.70], [0.91, -3.80, -3.63], [0.06, -3.06, -2.82], [-3.49, -1.43, 3.68], [-2.95, -2.23, 2.14], [-4.54, -1.40, 2.22], [-3.38, 2.54, 2.78], [-4.78, 1.61, 2.17], [-3.59, 2.34, 1.00], [-2.03, 1.32, 4.24], [-0.62, 1.25, 3.12], [-1.11, -0.22, 4.10], [-4.37, 0.14, 0.47], [-5.83, -0.77, -1.25], [-4.83, -1.67, -3.41], [-2.41, -1.96, -3.60], [0.45, 0.06, -4.21], [1.92, -1.30, -5.74], [2.27, -3.74, -5.35], [0.98, -4.89, -3.50], [-0.55, -3.55, -2.05]]}


{"formula": "C22H33BBaF4N2O10", "method": "the ωB97M-V functional and the def2-TZVPD basis", "molar_mass_g_mol": 709.6, "e_lumo_ev": -0.80, "max_force_ev_per_a": 1.5, "homo_lumo_gap_ev": 7.35, "elements": ["Ba", "B", "F", "F", "F", "F", "C", "C", "O", "O", "H", "H", "H", "C", "C", "C", "C", "C", "C", "N", "O", "O", "H", "H", "H", "H", "H", "C", "C", "C", "C", "C", "C", "N", "O", "O", "H", "H", "H", "H", "H", "C", "O", "C", "C", "O", "C", "H", "H", "H", "H", "H", "H", "H", "H", "H", "H", "C", "O", "C", "C", "O", "C", "H", "H", "H", "H", "H", "H", "H", "H", "H", "H"], "positions_angstrom": [[1.33, 3.23, -1.05], [1.27, -0.03, 0.54], [0.42, 1.07, 0.15], [2.57, 0.45, 0.32], [1.05, -0.27, 1.90], [1.00, -1.15, -0.23], [5.51, 1.68, -0.77], [5.13, 2.97, -1.47], [3.87, 3.27, -1.49], [6.02, 3.65, -1.97], [5.85, 1.91, 0.25], [6.37, 1.25, -1.28], [4.69, 0.96, -0.70], [-3.37, -2.60, 0.49], [-4.56, -2.49, 1.19], [-4.87, -1.34, 1.93], [-3.95, -0.33, 1.93], [-2.70, -0.48, 1.36], [-2.42, -1.59, 0.60], [-4.33, 1.00, 2.43], [-3.50, 1.89, 2.33], [-5.44, 1.13, 2.89], [-3.16, -3.48, -0.09], [-5.27, -3.30, 1.27], [-5.85, -1.31, 2.36], [-1.97, 0.29, 1.54], [-1.46, -1.67, 0.09], [-0.35, -4.40, -1.06], [0.72, -4.50, -0.18], [0.91, -5.71, 0.48], [0.00, -6.73, 0.33], [-1.08, -6.62, -0.54], [-1.26, -5.44, -1.22], [0.24, -8.01, 0.99], [1.00, -8.01, 1.95], [-0.24, -9.00, 0.49], [-0.48, -3.51, -1.67], [1.43, -3.72, 0.02], [1.78, -5.88, 1.11], [-1.69, -7.50, -0.71], [-2.08, -5.35, -1.92], [-2.30, 2.27, -1.28], [-1.12, 2.23, -2.09], [-1.15, 1.16, -3.02], [0.13, 1.17, -3.81], [1.31, 1.13, -3.04], [2.05, -0.10, -3.05], [-3.21, 2.06, -1.84], [-2.36, 3.26, -0.82], [-2.23, 1.55, -0.46], [-2.01, 1.24, -3.68], [-1.21, 0.21, -2.46], [0.19, 2.09, -4.41], [0.13, 0.39, -4.58], [1.43, -0.92, -2.69], [2.90, 0.07, -2.41], [2.40, -0.30, -4.07], [3.18, 3.44, 2.00], [1.87, 3.23, 1.49], [0.93, 3.04, 2.54], [-0.50, 3.19, 2.00], [-0.52, 4.09, 0.91], [-0.44, 5.48, 1.16], [3.86, 3.49, 1.15], [3.49, 2.65, 2.69], [3.20, 4.38, 2.56], [1.05, 3.73, 3.39], [1.19, 2.06, 2.96], [-1.10, 3.58, 2.82], [-0.89, 2.21, 1.75], [-0.42, 5.99, 0.20], [0.39, 5.81, 1.79], [-1.35, 5.76, 1.71]]}


{"formula": "C5H6O", "method": "the ωB97M-V functional and the def2-TZVPD basis", "molar_mass_g_mol": 82.1, "e_lumo_ev": -0.29, "max_force_ev_per_a": 5.0, "homo_lumo_gap_ev": 9.46, "elements": ["C", "C", "C", "C", "C", "H", "H", "H", "H", "H", "H", "O"], "positions_angstrom": [[-2.33, 0.95, -1.59], [-1.14, 0.47, -0.88], [-0.19, 0.19, -0.18], [0.91, -0.46, 0.56], [1.52, 0.22, 1.76], [-3.51, 0.80, -0.47], [-2.60, -0.03, -2.81], [-1.96, 2.38, -2.03], [0.75, 0.52, 2.43], [2.06, 1.08, 1.28], [2.21, -0.43, 2.26], [1.30, -1.57, 0.16]]}


{"formula": "C4H9N2", "method": "the ωB97M-V functional and the def2-TZVPD basis", "molar_mass_g_mol": 85.1, "e_lumo_ev": -6.12, "max_force_ev_per_a": 4.9, "homo_lumo_gap_ev": 8.68, "total_charge": 1, "elements": ["C", "C", "C", "C", "N", "N", "H", "H", "H", "H", "H", "H", "H", "H", "H"], "positions_angstrom": [[0.25, 0.81, 0.37], [-0.51, -1.92, 0.69], [-0.16, 3.30, 0.60], [0.90, -1.53, -1.18], [-0.03, 1.93, 0.49], [0.58, -1.26, 0.17], [-0.15, -2.87, 0.81], [-1.31, -2.16, -0.14], [-0.71, -1.40, 1.62], [-0.48, 3.38, 1.68], [-1.05, 3.74, -0.08], [0.88, 3.59, 0.42], [1.86, -1.22, -1.43], [0.20, -1.02, -1.75], [0.81, -2.60, -1.23]]}